The following is a DFT calculation (ωB97M-V/def2-TZVPD) of a structure of composition C30H75N5Na7O18P2 at a distorted geometry.

Each line ends with the Löwdin charge.
CARTESIAN COORDINATES (ANGSTROEM)
C 13.94268 -28.29704 -27.05345  -0.054
H 8.82850 -27.28706 -26.74727  0.112
O 12.84915 -24.73794 -24.02612  -0.381
O 7.73801 -28.09095 -23.52948  -0.247
H 10.63124 -27.93675 -25.75139  0.057
H 6.14309 -25.30706 -23.91788  0.134
C 9.01473 -28.36043 -26.71130  -0.146
O 10.41415 -24.32724 -24.22299  -0.378
H 15.98148 -26.07888 -25.88875  0.121
H 11.51629 -31.02386 -24.18693  0.131
H 14.59739 -31.34027 -25.35234  0.056
H 6.72708 -26.63027 -17.99944  0.083
H 13.62917 -18.86756 -27.65271  0.110
H 10.90868 -19.44247 -29.96531  0.089
H 7.35179 -25.96892 -24.71981  0.101
H 8.36005 -26.94509 -18.57696  0.078
H 14.14133 -29.25084 -26.56467  0.067
H 10.75275 -30.34797 -26.23365  0.118
H 15.76589 -32.57080 -25.73967  0.094
H 8.37986 -29.92307 -23.09875  0.076
C 7.08126 -25.51883 -20.64728  -0.147
C 16.16657 -27.43350 -24.46311  -0.165
O 7.48384 -25.14652 -19.26883  -0.203
H 13.19192 -22.92100 -30.49181  0.124
H 9.11141 -29.12591 -28.79721  0.122
H 7.93905 -25.58995 -17.42293  0.094
H 6.74245 -23.89714 -21.97344  0.124
H 14.79332 -18.00483 -25.85065  0.131
C 8.26738 -23.06979 -28.75812  -0.151
H 15.11270 -24.69230 -30.45914  0.092
N 10.39767 -23.60327 -29.83297  -0.083
Na 14.00158 -24.26772 -21.95157  0.662
H 16.02576 -20.43855 -27.20014  0.118
C 11.12267 -27.67015 -29.87430  -0.074
H 10.72193 -22.71887 -29.46857  0.094
C 11.25213 -24.10536 -30.94397  -0.166
H 7.38520 -26.55310 -20.80856  0.105
C 8.95927 -23.69494 -30.04769  -0.148
H 14.83866 -25.82918 -29.09020  0.076
H 9.47884 -30.50474 -25.06430  0.126
H 6.88461 -29.93731 -24.18353  0.106
Na 11.21908 -23.69502 -22.32619  0.461
H 15.36263 -28.80071 -22.02950  0.118
H 15.89310 -26.50456 -23.96271  0.117
O 11.43312 -26.28495 -25.43482  -0.363
C 7.42201 -29.47172 -23.35738  -0.071
C 7.58636 -24.55056 -21.75216  -0.142
P 12.55875 -21.04290 -23.11604  -0.176
C 11.81919 -19.91654 -30.33181  -0.035
H 12.23817 -21.57697 -27.42865  0.093
O 12.60360 -20.77893 -24.58107  -0.363
H 10.75553 -28.34363 -30.64872  0.100
H 10.92071 -25.11952 -31.16699  0.107
H 8.55129 -22.06308 -28.45147  0.124
H 12.63523 -29.38698 -21.87274  0.085
H 14.52137 -32.84999 -24.44422  0.090
H 11.99882 -28.23085 -29.54861  0.080
H 11.51070 -26.73640 -30.28130  0.064
H 8.01888 -24.33060 -25.68344  0.061
P 11.65107 -24.79982 -24.96512  -0.024
H 14.39670 -28.29224 -28.04438  0.099
C 6.54336 -27.30079 -23.38091  -0.191
O 11.83379 -23.85442 -26.14691  -0.331
C 9.76412 -28.58457 -28.11236  -0.141
H 12.36131 -29.59628 -24.58562  0.118
C 12.74608 -23.89080 -30.71279  -0.184
N 9.83189 -28.52156 -25.55356  -0.066
Na 13.82366 -22.82758 -25.12352  0.454
N 8.11698 -25.33907 -22.88350  -0.042
O 11.07182 -21.39164 -22.70176  -0.444
O 12.90853 -19.82869 -22.29052  -0.387
H 16.05703 -20.51249 -25.49801  0.108
H 10.49614 -29.37029 -27.92555  0.096
H 14.07649 -30.97434 -23.09779  0.081
H 15.17621 -31.26137 -21.93746  0.124
H 13.11299 -24.15798 -31.70379  0.121
N 15.58008 -28.76987 -24.24832  -0.028
O 16.32486 -17.90723 -27.22275  -0.223
C 7.65733 -26.15537 -18.31121  -0.131
O 12.10074 -21.01674 -29.39310  -0.245
H 6.12873 -27.39015 -22.37682  0.115
Na 10.68947 -25.20105 -27.60046  0.391
H 17.71647 -16.67547 -26.33838  0.080
H 14.35759 -20.12461 -28.66866  0.117
H 8.90939 -23.05106 -30.92578  0.116
H 6.74798 -23.75448 -26.79399  0.098
O 10.97343 -29.31095 -23.15757  -0.187
H 7.22454 -22.94342 -29.04902  0.117
H 8.63625 -24.72024 -30.22798  0.124
H 11.67602 -20.50723 -31.23662  0.081
H 11.63727 -30.95256 -22.04042  0.107
H 17.25258 -27.50669 -24.52071  0.134
C 16.96621 -16.64963 -27.12866  -0.106
O 8.51036 -24.04658 -27.70134  -0.233
O 10.34891 -27.40150 -28.71120  -0.197
O 13.45126 -22.15453 -22.65110  -0.405
Na 9.87526 -27.06111 -23.46548  0.439
H 11.00145 -23.44995 -31.77806  0.113
C 7.00671 -25.93055 -23.68658  -0.186
H 16.65913 -29.71196 -22.60963  0.121
C 15.74137 -18.50873 -26.03878  -0.162
H 8.01747 -22.58060 -26.30451  0.097
C 7.78602 -23.63025 -26.48555  -0.022
H 13.55833 -20.35337 -25.74924  0.025
H 12.54486 -19.14751 -30.59657  0.089
H 16.41112 -27.62838 -26.70674  0.140
H 12.85365 -28.25412 -27.03745  0.081
H 8.76894 -24.72051 -23.34440  0.050
C 13.73843 -19.94334 -27.79009  -0.138
C 14.48128 -24.93744 -29.60514  -0.080
C 15.55720 -19.99922 -26.31949  -0.235
H 5.77423 -27.74536 -24.01249  0.137
H 11.07315 -29.66315 -21.14106  0.098
C 12.29359 -20.69076 -28.06084  -0.186
H 11.56825 -20.03232 -27.58288  0.117
O 14.39581 -27.25869 -26.17746  -0.238
H 16.17430 -29.36155 -24.81127  0.119
C 10.31295 -29.86810 -25.35935  -0.184
H 16.34957 -18.56559 -25.13602  0.117
C 15.13641 -30.79208 -22.92046  -0.176
Na 10.67073 -22.15579 -24.95762  0.430
O 13.05408 -24.95157 -29.79098  -0.194
C 11.66777 -29.86301 -22.03246  -0.050
H 6.00181 -25.38792 -20.57142  0.123
Na 13.29856 -26.99027 -24.13672  0.441
H 17.52922 -16.54226 -28.05580  0.085
C 15.80788 -27.15407 -25.93264  -0.179
H 8.01296 -28.78337 -26.63597  0.127
H 14.70275 -24.09435 -28.95074  0.087
H 6.98792 -29.53186 -22.35935  0.098
H 16.16271 -15.94602 -26.91093  0.088
H 8.40769 -23.99782 -21.29610  0.124
C 11.36914 -29.95039 -24.30577  -0.250
O 16.01819 -31.55477 -23.88045  -0.192
C 15.67398 -29.35777 -22.91316  -0.193
C 15.19855 -32.13785 -24.91579  -0.091
N 14.22709 -20.37904 -26.50568  -0.113

Calculated values
Lowest unoccupied orbital energy = -0.1462 Ha
DFT total energy = -126124.8000 eV
Charge = +1
Spin multiplicity = 1
Frontier orbital gap = 2.79 eV